# C6H9N

One molecule with the formula C6H9N (the ωB97M-V functional and the def2-TZVPD basis, the Open Molecules 2025 dataset).

```
! wB97M-V def2-TZVPD RIJCOSX def2/J DEFGRID3
* xyz 0 1
C 0.1664 -0.0742 -2.0819
C 0.3632 0.3236 -0.6256
C -0.2266 1.5972 -0.3797
C -0.9180 1.5407 0.7874
N -0.6209 0.3345 1.3608
C 0.2036 -0.4161 0.5507
C 0.8382 -1.6214 1.2161
H -0.6797 0.5501 -2.4055
H -0.2070 -1.0974 -2.1500
H 0.9593 0.0937 -2.8115
H -0.1849 2.4039 -1.1000
H -1.7098 2.1756 1.1461
H -1.0504 -0.0403 2.1872
H 1.9075 -1.7011 0.9944
H 0.3728 -2.5898 1.0055
H 0.7863 -1.4792 2.3058
*
```

For the HOMO energy, the calculation gives -0.2832 hartree. The calculation puts the frontier orbital gap at 0.321 Eh. The relative energy (zero: lowest compared OMol25 entry of this formula, charge and spin) comes out at 32.6 kcal per mole. As for the max |F|: 0.5 eV Å⁻¹.

---

# C6H8OS

One molecule with the formula C6H8OS in a non-equilibrium geometry (the ωB97M-V functional and the def2-TZVPD basis, the Open Molecules 2025 dataset).

```
! wB97M-V def2-TZVPD RIJCOSX def2/J DEFGRID3
* xyz 0 1
C -1.1764 2.2707 0.1066
C -1.1043 1.0856 -0.0621
C -1.0319 -0.2558 -0.3631
C -0.5792 -0.4881 -1.8077
S -2.4586 -1.2185 0.1988
O 0.3120 -0.9084 0.5935
C 1.2380 -0.1158 1.1239
C 2.5262 -0.4746 1.2546
H -1.1562 3.3247 -0.0902
H 0.4450 -0.0776 -2.0008
H -0.7276 -1.5295 -2.0238
H -1.3042 0.1618 -2.3854
H -1.8499 -1.1040 1.4093
H 0.8372 0.8590 1.4629
H 3.3890 0.0131 1.7864
H 2.6409 -1.5426 0.7969
*
```

For the HOMO energy, the calculation gives -0.3123 hartree. The calculation puts the frontier orbital gap at 0.328 Eh. The relative energy (zero: lowest compared OMol25 entry of this formula, charge and spin) comes out at 105.8 kcal per mole. As for the max |F|: 3.9 eV Å⁻¹.

---

# C4H12Si2

One molecule with the formula C4H12Si2 in a non-equilibrium geometry (the ωB97M-V functional and the def2-TZVPD basis, the Open Molecules 2025 dataset).

```
! wB97M-V def2-TZVPD RIJCOSX def2/J DEFGRID3
* xyz 0 1
C 2.5390 -0.3594 0.4092
C 1.6397 -0.5135 -0.7635
C -0.0838 -0.0239 -0.3354
Si -0.2962 1.7463 0.3535
C -1.0036 -1.0088 -0.3615
Si -2.8621 -0.6733 -0.0282
H 2.2125 -0.6521 1.3956
H 3.5389 -0.8575 0.2537
H 2.7455 0.7716 0.4366
H 1.6268 -1.6573 -1.1214
H 1.8527 0.0960 -1.6006
H 0.8217 2.4885 0.7823
H -1.2877 1.8590 1.5055
H -1.1846 2.4294 -0.7217
H -0.6640 -2.0091 -0.6939
H -2.9616 0.4276 0.8606
H -3.2220 -1.6212 0.9733
H -3.4113 -0.4423 -1.3440
*
```

For the HOMO energy, the calculation gives -0.3452 hartree. The calculation puts the frontier orbital gap at 0.380 Eh. The relative energy (zero: lowest compared OMol25 entry of this formula, charge and spin) comes out at 59.5 kcal per mole. As for the max |F|: 5.2 eV Å⁻¹.

---

# C4H9NOP

An isolated ion of composition C4H9NOP and charge +1 in a non-equilibrium geometry (the ωB97M-V functional and the def2-TZVPD basis, the Open Molecules 2025 dataset).

```
! wB97M-V def2-TZVPD RIJCOSX def2/J DEFGRID3
* xyz 1 1
C 1.5430 -1.2071 0.1073
C 0.1328 -0.9618 0.0098
C -0.9723 -1.6372 -0.0874
O -2.1940 -0.7527 0.0348
P -1.8532 0.7509 0.1667
N -0.2714 0.5679 0.0199
C 0.8118 1.6017 -0.1465
H 1.9407 -0.8983 1.0872
H 1.7620 -2.2748 -0.1699
H 2.0955 -0.5820 -0.5096
H -1.0872 -2.6973 0.1184
H -2.5279 1.3842 1.1760
H -2.2892 1.3940 -1.0827
H 1.1667 1.9264 0.7068
H 0.2814 2.3391 -0.6758
H 1.4615 1.0469 -0.7549
*
```

For the HOMO energy, the calculation gives -0.5066 hartree. The calculation puts the frontier orbital gap at 0.358 Eh. The relative energy (zero: lowest compared OMol25 entry of this formula, charge and spin) comes out at 47.0 kcal per mole. As for the max |F|: 5.9 eV Å⁻¹.

---

# C35H63N8O

A 9-piece molecular cluster, C35H63N8O overall in a non-equilibrium geometry (the ωB97M-V functional and the def2-TZVPD basis, the Open Molecules 2025 dataset).

```
! wB97M-V def2-TZVPD RIJCOSX def2/J DEFGRID3
* xyz -1 1
C -14.4946 5.6766 -17.4112
C -13.0887 5.4051 -18.0308
C -13.0628 5.9675 -19.4717
O -12.1528 5.8158 -17.1411
H -14.6112 6.7555 -17.2805
H -14.6197 5.2302 -16.4227
H -15.2823 5.2045 -18.0186
H -13.1197 4.2964 -18.0965
H -12.2155 5.6100 -20.0592
H -13.0978 7.0446 -19.3057
H -13.9790 5.6155 -19.9652
C -15.8851 8.7510 -19.8661
C -15.2068 8.9793 -21.2119
C -16.1349 8.9743 -22.4209
C -16.7486 7.6276 -22.4868
N -17.2193 6.5822 -22.5057
H -15.1076 8.6685 -19.1032
H -16.4968 7.8600 -19.7280
H -16.4926 9.6046 -19.5499
H -14.5074 8.1444 -21.3201
H -14.6173 9.8971 -21.1947
H -15.6303 9.0838 -23.3818
H -16.9197 9.7234 -22.3135
C -15.9532 2.2559 -18.4144
C -16.9915 1.1417 -18.5598
C -17.7312 0.9179 -17.2285
C -16.8892 0.4373 -16.1556
N -16.2941 -0.0055 -15.2787
H -15.2191 2.2500 -19.2188
H -15.3692 2.1465 -17.4995
H -16.5143 3.1915 -18.3706
H -16.3584 0.2709 -18.7643
H -17.6525 1.2311 -19.4189
H -18.5765 0.2542 -17.4182
H -18.1687 1.8489 -16.8526
C -14.1592 9.3841 -15.9663
C -14.2524 9.8602 -14.5036
C -15.3393 9.0353 -13.7560
C -15.0701 7.5842 -13.5967
N -14.8461 6.4689 -13.4586
H -13.9520 8.3145 -16.0317
H -13.5132 9.9209 -16.6591
H -15.1818 9.5412 -16.3326
H -14.7607 10.8212 -14.6238
H -13.2257 10.0087 -14.1783
H -16.3311 9.1051 -14.2029
H -15.4827 9.3940 -12.7341
C -11.1857 8.2766 -24.7540
C -12.0191 7.9296 -23.5083
C -12.5342 6.4717 -23.4122
C -11.5539 5.4299 -23.7548
N -10.8120 4.6068 -24.0503
H -11.4146 9.3122 -24.9974
H -11.5038 7.5841 -25.5346
H -10.1175 8.1524 -24.5971
H -12.8222 8.6423 -23.3065
H -11.4322 8.1617 -22.6116
H -13.4151 6.3643 -24.0433
H -12.7547 6.2427 -22.3650
C -11.4291 9.0637 -19.3675
C -10.8516 10.4769 -19.0614
C -9.4031 10.5145 -18.5019
C -8.9243 9.2941 -17.8898
N -8.5506 8.3715 -17.3167
H -12.4013 8.9930 -19.8568
H -11.5235 8.5590 -18.4038
H -10.7742 8.5267 -20.0580
H -11.4827 10.9135 -18.2835
H -10.9653 11.0631 -19.9731
H -9.2021 11.3135 -17.7875
H -8.8462 10.8017 -19.3978
C -9.3507 1.2873 -19.9201
C -10.3662 2.2678 -20.5406
C -9.9655 3.7312 -20.7451
C -9.6536 4.3811 -19.4702
N -9.4029 4.8643 -18.4611
H -9.1646 1.5815 -18.8878
H -8.4398 1.2010 -20.5131
H -9.8112 0.2985 -19.9483
H -11.2685 2.2265 -19.9283
H -10.5699 1.8510 -21.5319
H -10.8192 4.1825 -21.2463
H -9.0439 3.8134 -21.3236
C -15.7781 3.3617 -22.2654
C -15.0485 2.3103 -23.1331
C -13.7530 1.7364 -22.5137
C -13.8604 0.3412 -22.0827
N -13.9997 -0.7347 -21.7073
H -15.9316 3.0465 -21.2359
H -16.6959 3.7016 -22.7501
H -15.2940 4.3425 -22.2240
H -14.6558 2.8633 -23.9862
H -15.7103 1.5020 -23.4299
H -13.2997 2.3778 -21.7536
H -12.9676 1.8178 -23.2711
C -12.0550 1.9910 -16.9223
C -12.5979 1.3961 -15.6015
C -13.1732 2.4349 -14.6357
C -12.2747 3.4667 -14.1413
N -11.5526 4.2691 -13.7546
H -11.7747 1.2293 -17.6474
H -11.2627 2.7348 -16.8320
H -12.9453 2.5493 -17.2234
H -11.8631 0.7837 -15.0683
H -13.3859 0.7007 -15.8964
H -13.5684 1.9844 -13.7221
H -14.0026 2.8635 -15.2062
*
```

For the HOMO energy, the calculation gives -0.0979 hartree. The calculation puts the frontier orbital gap at 0.166 Eh. The relative energy (zero: lowest compared OMol25 entry of this formula, charge and spin) comes out at 69.1 kcal per mole. As for the max |F|: 2.5 eV Å⁻¹.

---

# C26H37Cl2N4OPbSi

C26H37Cl2N4OPbSi as an isolated structure (the ωB97M-V functional and the def2-TZVPD basis, the Open Molecules 2025 dataset).

```
! wB97M-V def2-TZVPD RIJCOSX def2/J DEFGRID3
* xyz -1 1
Pb -0.8019 0.6865 0.1962
C -2.4549 -2.5046 -0.0778
Si -0.8835 -2.7619 -1.0661
C 0.1159 -3.9906 -0.0403
C -1.4289 -3.6319 -2.6533
N -0.1267 -1.2672 -1.4295
C 0.9000 -1.1483 -2.3169
C 1.6369 -2.2473 -2.8492
C 2.6469 -2.1192 -3.7856
C 2.9896 -0.8723 -4.2975
C 2.2836 0.2301 -3.8342
C 1.2995 0.0983 -2.8728
O 0.5439 1.2089 -2.4919
C 1.1191 2.4163 -2.2634
C 2.4602 2.5979 -1.9360
C 2.9382 3.8754 -1.6795
C 2.0941 4.9789 -1.7244
C 0.7512 4.7845 -2.0271
C 0.2648 3.5140 -2.2964
H -2.8347 -3.4856 0.2309
H -3.2462 -2.0144 -0.6568
H -2.2782 -1.9201 0.8303
H -0.3882 -4.9634 -0.0092
H 0.1831 -3.6200 0.9887
H 1.1350 -4.1455 -0.4053
H -2.0704 -4.4937 -2.4351
H -0.5828 -3.9834 -3.2525
H -1.9996 -2.9292 -3.2704
H 1.3817 -3.2392 -2.4966
H 3.1648 -3.0083 -4.1295
H 3.7713 -0.7565 -5.0372
H 2.4957 1.2156 -4.2336
H 3.1186 1.7406 -1.8906
H 3.9851 4.0057 -1.4308
H 2.4773 5.9726 -1.5299
H 0.0746 5.6311 -2.0583
H -0.7815 3.3452 -2.5185
Cl -3.7439 0.0256 -2.0635
C -4.1382 1.4369 -3.0328
Cl -3.7898 2.9619 -2.1920
H -5.1964 1.4149 -3.2563
H -3.5384 1.4036 -3.9330
N 1.5234 1.7639 1.4303
C 1.5489 3.0978 2.0293
C 0.1695 3.5225 2.4978
N -0.7268 3.7122 1.3595
H 1.2157 1.0596 2.1009
H 2.4321 1.5012 1.0686
H 1.9070 3.8065 1.2782
H 2.2272 3.1634 2.8887
H 0.2844 4.4172 3.1219
H -0.2489 2.7260 3.1210
H -0.3729 4.4019 0.7078
H -1.6582 3.9767 1.6479
C -3.1054 -0.7146 3.4905
C -1.8365 -1.4756 3.7402
C -1.7844 -2.4950 4.6789
C -0.6193 -3.2201 4.9128
C 0.5136 -2.8932 4.1750
C 0.5090 -1.8780 3.2284
C 1.7630 -1.5447 2.4681
C -0.6852 -1.1333 2.9623
N -0.7435 -0.1487 2.0467
H -3.8786 -0.9984 4.2094
H -3.4812 -0.8959 2.4779
H -2.9281 0.3635 3.5552
H -2.6832 -2.7302 5.2433
H -0.5994 -4.0239 5.6381
H 1.4342 -3.4485 4.3388
H 2.4856 -2.3620 2.5277
H 2.2492 -0.6442 2.8669
H 1.5416 -1.3482 1.4156
*
```

For the HOMO energy, the calculation gives -0.1139 hartree. The calculation puts the frontier orbital gap at 0.200 Eh. The relative energy (zero: lowest compared OMol25 entry of this formula, charge and spin) comes out at 0.0 kcal per mole. As for the max |F|: 0.6 eV Å⁻¹.

---

Number 6 is which compound? C26H37Cl2N4OPbSi